# 1
{
  "formula": "C50H51AsHgN4OPS5Si",
  "method": "ωB97M-V/def2-TZVPD",
  "symbols": ["Hg", "C", "N", "C", "C", "C", "C", "C", "C", "N", "C", "C", "C", "C", "C", "C", "N", "C", "C", "C", "C", "C", "N", "H", "H", "H", "H", "H", "H", "H", "H", "H", "H", "H", "H", "H", "H", "H", "H", "H", "H", "S", "C", "S", "C", "C", "S", "S", "S", "C", "C", "As", "C", "C", "C", "C", "C", "C", "C", "C", "C", "C", "C", "C", "P", "C", "C", "C", "C", "C", "C", "C", "C", "C", "C", "C", "C", "H", "H", "H", "H", "H", "H", "H", "H", "H", "H", "H", "H", "H", "H", "H", "H", "H", "H", "H", "H", "H", "H", "H", "H", "C", "Si", "C", "C", "O", "H", "H", "H", "H", "H", "H", "H", "H", "H"],
  "xyz": [[1.56, -1.56, 1.41], [0.22, 2.15, 2.69], [-0.08, 0.81, 3.18], [0.34, 0.54, 4.56], [1.25, -0.67, 4.82], [1.49, -0.93, 6.14], [2.37, -2.01, 6.55], [2.99, -2.73, 5.49], [2.72, -2.41, 4.19], [1.83, -1.41, 3.79], [-1.52, 0.70, 2.96], [-2.28, -0.50, 3.46], [-3.63, -0.59, 3.11], [-4.40, -1.60, 3.67], [-3.79, -2.49, 4.54], [-2.44, -2.34, 4.79], [-1.71, -1.36, 4.28], [1.64, 2.70, 2.78], [1.91, 3.89, 2.10], [3.17, 4.43, 2.19], [4.13, 3.78, 2.96], [3.77, 2.61, 3.59], [2.54, 2.09, 3.52], [-0.41, 2.90, 3.21], [-0.08, 2.18, 1.64], [-0.55, 0.43, 5.18], [0.86, 1.42, 4.94], [1.01, -0.30, 6.88], [2.56, -2.23, 7.59], [3.69, -3.54, 5.70], [3.21, -2.96, 3.39], [-1.68, 0.78, 1.88], [-2.03, 1.58, 3.41], [-4.07, 0.14, 2.43], [-5.45, -1.68, 3.43], [-4.35, -3.30, 4.99], [-1.91, -3.03, 5.44], [1.14, 4.36, 1.50], [3.41, 5.35, 1.67], [5.15, 4.16, 3.03], [4.48, 2.04, 4.19], [8.41, -2.08, -1.51], [6.85, -1.92, -0.96], [6.27, -0.59, -0.05], [4.59, -1.05, 0.11], [4.27, -2.24, -0.46], [2.72, -3.02, -0.48], [5.61, -3.07, -1.23], [3.57, 0.03, 1.00], [-1.45, 1.06, -1.14], [-2.14, 1.00, -2.51], [-1.22, 1.90, -3.99], [-2.74, 1.89, -5.24], [-3.75, 0.94, -5.20], [-4.78, 0.95, -6.14], [-4.80, 1.91, -7.14], [-3.78, 2.85, -7.20], [-2.76, 2.84, -6.26], [-1.49, 3.75, -3.38], [-0.41, 4.62, -3.40], [-0.54, 5.93, -2.95], [-1.75, 6.38, -2.47], [-2.85, 5.53, -2.46], [-2.72, 4.22, -2.92], [0.08, 0.01, -0.82], [1.39, 0.89, -1.75], [1.42, 2.28, -1.81], [2.53, 2.95, -2.31], [3.63, 2.23, -2.76], [3.62, 0.84, -2.70], [2.51, 0.17, -2.19], [-0.42, -1.41, -1.86], [-0.03, -1.62, -3.18], [-0.59, -2.67, -3.91], [-1.54, -3.50, -3.33], [-1.92, -3.30, -2.01], [-1.35, -2.26, -1.27], [-2.17, 0.71, -0.40], [-1.21, 2.08, -0.86], [-3.14, 1.43, -2.43], [-2.27, -0.04, -2.82], [-3.75, 0.17, -4.43], [-5.56, 0.20, -6.09], [-5.59, 1.91, -7.88], [-3.79, 3.60, -7.98], [-1.98, 3.58, -6.31], [0.55, 4.26, -3.76], [0.32, 6.59, -2.96], [-1.85, 7.40, -2.10], [-3.81, 5.88, -2.10], [-3.58, 3.57, -2.92], [0.59, 2.86, -1.44], [2.55, 4.03, -2.33], [4.51, 2.75, -3.13], [4.48, 0.27, -3.01], [2.53, -0.91, -2.08], [0.69, -0.96, -3.65], [-0.27, -2.84, -4.93], [-1.96, -4.32, -3.90], [-2.63, -3.97, -1.54], [-1.59, -2.16, -0.22], [-1.92, -5.35, 1.43], [-0.14, -4.66, 1.30], [0.87, -5.42, 2.68], [0.48, -5.46, -0.30], [-0.15, -3.05, 1.36], [-2.02, -6.28, 0.86], [-2.63, -4.61, 1.02], [-2.20, -5.55, 2.47], [0.73, -6.51, 2.78], [0.63, -4.94, 3.64], [1.93, -5.23, 2.49], [0.14, -6.51, -0.37], [1.57, -5.45, -0.35], [0.11, -4.92, -1.18]],
  "lowdin_charge": [0.758, -0.162, -0.123, -0.159, -0.315, -0.126, -0.167, -0.175, -0.221, -0.046, -0.161, -0.248, -0.041, -0.093, -0.084, -0.114, 0.146, -0.264, -0.043, -0.089, -0.082, -0.140, 0.125, 0.123, 0.103, 0.098, 0.097, 0.084, 0.040, 0.075, 0.072, 0.094, 0.123, 0.108, 0.096, 0.091, 0.113, 0.108, 0.096, 0.093, 0.112, 0.368, -1.565, 0.854, -1.180, -1.177, 0.504, 0.864, 0.471, -0.395, -0.425, 1.318, -0.408, -0.106, -0.097, -0.114, -0.102, -0.129, -0.409, -0.135, -0.090, -0.106, -0.091, -0.106, 1.053, -0.405, -0.148, -0.108, -0.088, -0.074, -0.139, -0.394, -0.105, -0.089, -0.105, -0.095, -0.117, 0.056, 0.052, 0.058, 0.043, 0.091, 0.097, 0.093, 0.095, 0.096, 0.081, 0.099, 0.095, 0.096, 0.099, 0.078, 0.093, 0.096, 0.110, 0.053, 0.089, 0.096, 0.093, 0.099, 0.085, -0.187, 0.165, -0.185, -0.218, -0.519, 0.008, 0.004, 0.006, 0.017, 0.022, 0.019, 0.015, -0.031, 0.006],
  "e_tot_ha": -7241.225699,
  "orbital_gap_ev": [2.25, 4.93],
  "charge": -2,
  "s_squared": 0.764,
  "e_above_lowest_ev": 1.8730,
  "e_homo_ha": [0.0418, -0.0566],
  "spin_multiplicity": 2
}

---

# 2
{
  "formula": "C52H40N2O2",
  "method": "ωB97M-V/def2-TZVPD",
  "symbols": ["C", "C", "C", "C", "C", "C", "C", "C", "C", "C", "C", "C", "C", "O", "O", "C", "C", "H", "H", "H", "H", "H", "H", "H", "H", "H", "H", "H", "C", "C", "C", "C", "N", "C", "C", "C", "C", "C", "C", "C", "C", "C", "C", "C", "C", "C", "C", "C", "N", "C", "C", "C", "C", "C", "C", "C", "C", "C", "C", "C", "C", "C", "C", "C", "C", "C", "C", "H", "H", "H", "H", "H", "H", "H", "H", "H", "H", "H", "H", "H", "H", "H", "H", "H", "H", "H", "H", "H", "H", "H", "H", "H", "H", "H", "H", "H"],
  "xyz": [[1.21, -6.47, 1.27], [1.26, -6.02, -0.06], [0.31, -5.11, -0.53], [-0.73, -4.65, 0.30], [-1.81, -3.68, -0.13], [-1.86, -3.30, -1.51], [-2.81, -2.36, -2.01], [-2.72, -1.94, -3.46], [-1.69, -2.34, -4.34], [-1.68, -1.91, -5.67], [-2.67, -1.04, -6.15], [-3.67, -0.61, -5.28], [-3.70, -1.07, -3.96], [-3.70, -1.83, -1.31], [-2.58, -3.24, 0.75], [-0.76, -5.11, 1.63], [0.20, -6.00, 2.12], [1.95, -7.18, 1.64], [2.03, -6.38, -0.73], [0.37, -4.74, -1.55], [-1.24, -3.84, -2.22], [-0.89, -2.98, -3.97], [-0.89, -2.27, -6.34], [-2.66, -0.71, -7.19], [-4.45, 0.07, -5.62], [-4.50, -0.74, -3.29], [-1.56, -4.76, 2.30], [0.14, -6.33, 3.15], [5.41, -4.17, 3.17], [4.32, -4.73, 3.85], [3.32, -3.91, 4.36], [3.42, -2.52, 4.19], [2.34, -1.70, 4.63], [2.52, -0.92, 5.81], [3.24, 0.28, 5.77], [3.42, 1.01, 6.94], [2.88, 0.55, 8.15], [2.15, -0.65, 8.18], [1.98, -1.39, 7.02], [1.44, -1.24, 3.63], [0.15, -1.79, 3.58], [-0.73, -1.39, 2.60], [-0.38, -0.40, 1.62], [-1.33, -0.05, 0.63], [-1.40, 1.11, -0.17], [-2.29, 1.12, -1.29], [-2.36, 2.17, -2.17], [-1.61, 3.34, -1.93], [-1.66, 4.37, -2.86], [-1.27, 5.69, -2.47], [0.07, 6.06, -2.53], [0.46, 7.30, -2.02], [-0.50, 8.16, -1.48], [-1.85, 7.81, -1.49], [-2.25, 6.57, -1.99], [-1.72, 4.06, -4.25], [-2.92, 4.20, -4.96], [-2.95, 3.92, -6.33], [-1.78, 3.51, -6.98], [-0.59, 3.36, -6.27], [-0.56, 3.63, -4.90], [-0.83, 3.42, -0.76], [-0.70, 2.33, 0.08], [0.94, 0.12, 1.69], [1.83, -0.30, 2.67], [4.52, -1.95, 3.55], [5.51, -2.79, 3.03], [6.18, -4.82, 2.75], [4.24, -5.81, 3.99], [2.46, -4.29, 4.90], [3.64, 0.62, 4.81], [3.99, 1.94, 6.91], [3.02, 1.13, 9.06], [1.72, -1.01, 9.12], [1.42, -2.32, 7.00], [-0.11, -2.54, 4.33], [-1.72, -1.84, 2.55], [-2.14, -0.77, 0.48], [-2.94, 0.26, -1.45], [-2.99, 2.15, -3.06], [0.80, 5.36, -2.95], [1.51, 7.57, -2.03], [-0.19, 9.13, -1.07], [-2.61, 8.49, -1.10], [-3.29, 6.25, -2.01], [-3.81, 4.52, -4.42], [-3.88, 4.02, -6.88], [-1.80, 3.30, -8.06], [0.33, 3.04, -6.77], [0.36, 3.51, -4.31], [-0.31, 4.36, -0.54], [-0.07, 2.41, 0.96], [1.27, 0.84, 0.95], [2.85, 0.10, 2.72], [4.58, -0.87, 3.47], [6.36, -2.34, 2.51]],
  "lowdin_charge": [-0.105, -0.092, -0.036, -0.136, -0.403, -0.007, -0.413, -0.140, -0.034, -0.092, -0.104, -0.097, -0.045, -0.035, -0.027, -0.038, -0.098, 0.094, 0.096, 0.096, 0.054, 0.097, 0.095, 0.094, 0.096, 0.112, 0.110, 0.095, -0.086, -0.077, -0.003, -0.216, -0.047, -0.214, -0.017, -0.076, -0.089, -0.080, -0.006, -0.175, 0.030, 0.023, -0.170, 0.140, -0.172, 0.043, 0.030, -0.165, -0.002, -0.237, -0.023, -0.070, -0.081, -0.072, -0.002, -0.231, -0.013, -0.071, -0.078, -0.066, -0.008, 0.019, 0.008, 0.007, 0.010, -0.022, -0.073, 0.103, 0.105, 0.116, 0.099, 0.102, 0.103, 0.104, 0.115, 0.128, 0.117, 0.123, 0.100, 0.123, 0.116, 0.106, 0.106, 0.107, 0.122, 0.121, 0.107, 0.107, 0.108, 0.117, 0.116, 0.111, 0.110, 0.102, 0.095, 0.103],
  "e_tot_ha": -2265.448404,
  "orbital_gap_ev": 4.27,
  "e_above_lowest_ev": 1.4941,
  "e_homo_ha": -0.2375
}

---

# 3
{
  "formula": "C3H14O4",
  "method": "ωB97M-V/def2-TZVPD",
  "symbols": ["C", "C", "C", "H", "H", "H", "H", "H", "H", "H", "H", "O", "H", "H", "O", "H", "H", "O", "H", "H", "O"],
  "xyz": [[2.36, -3.11, 2.09], [3.08, -2.67, 0.84], [2.42, -2.55, -0.30], [2.91, -3.63, 2.87], [1.62, -3.89, 1.86], [1.76, -2.34, 2.58], [4.04, -2.18, 0.99], [2.77, -2.33, -1.30], [1.36, -2.77, -0.38], [1.45, 0.64, -3.50], [0.31, 0.76, -4.48], [0.50, 0.79, -3.53], [-4.27, 5.77, 1.59], [-4.50, 4.35, 1.11], [-4.95, 5.18, 1.28], [0.50, -0.12, -1.01], [1.16, 0.40, 0.33], [0.34, 0.31, -0.15], [-3.95, 2.44, 0.38], [-4.63, 2.08, -0.84], [-4.28, 2.88, -0.42]],
  "lowdin_charge": [-0.128, -0.230, -0.040, 0.065, 0.072, 0.072, 0.090, 0.049, 0.060, 0.033, 0.046, -0.063, 0.025, -0.007, -0.057, 0.025, 0.021, -0.071, 0.051, 0.050, -0.063],
  "e_tot_ha": -423.595077,
  "orbital_gap_ev": 10.36,
  "e_above_lowest_ev": 1.9993,
  "e_homo_ha": -0.3630,
  "smiles": "C=CC.O.O.O.O"
}